1.
37
Properties=species:S:1:pos:R:3:lowdin_charge:R:1 method="wB97M-V/def2-TZVPD" max_force_ev_per_a=3.2 energy_ev=-40378.3259 homo_energy_ha=-0.3420
S 0.152 3.427 -0.712 0.92
O 3.069 -2.310 3.961 0.15
O 4.020 -0.266 3.953 0.12
O -1.420 1.833 3.959 0.09
O 2.298 -1.411 -2.012 0.10
O -3.305 5.051 -2.392 -0.07
O -1.609 -0.375 3.969 0.05
O 2.860 -2.289 1.323 -0.16
N -1.273 0.730 3.438 -0.32
C 0.264 -0.482 0.240 -0.21
C 3.097 -2.538 -0.077 -0.08
C 3.537 -1.196 3.365 -0.49
C -0.709 0.704 2.134 -0.13
C -0.287 -0.499 1.507 0.07
C 2.000 -1.872 -0.924 -0.33
C 0.560 -1.752 -0.468 -0.07
C -1.905 4.963 -2.167 -0.31
C -0.537 1.893 1.420 -0.01
C -1.632 3.778 -1.195 -0.41
C 3.523 -1.121 1.865 -0.08
C 0.017 1.925 0.152 -0.57
C 0.446 0.733 -0.421 -0.02
H 4.556 -1.065 1.561 0.14
H -2.007 2.841 -1.680 0.10
H -0.873 2.850 1.837 0.13
H 0.812 0.776 -1.423 0.11
H 4.062 -2.179 -0.378 0.12
H -1.544 5.907 -1.724 0.12
H 3.102 -0.176 1.523 0.14
H -0.380 -1.447 2.045 0.13
H -0.037 -1.861 -1.393 0.15
H 2.620 -2.838 3.313 0.09
H -3.745 5.359 -1.592 0.09
H -1.403 4.805 -3.132 0.12
H 0.385 -2.611 0.147 0.12
H -2.194 3.936 -0.273 0.07
H 3.060 -3.643 -0.168 0.15

=====

2.
90
Properties=species:S:1:pos:R:3:lowdin_charge:R:1 method="wB97M-V/def2-TZVPD" max_force_ev_per_a=1.8 energy_ev=-87283.2235 charge=+2 homo_energy_ha=-0.4942
Sb -2.587 -0.904 1.319 1.45
Ti -0.120 0.272 -0.033 1.02
O 0.017 -6.771 0.421 0.15
O -1.036 -3.089 -1.978 0.13
O -0.599 -1.149 -0.982 -0.27
O -0.916 -5.750 -1.325 0.17
N 2.043 -0.670 0.034 0.05
N 2.704 0.363 2.049 0.15
N 0.370 0.851 2.021 0.02
N 0.889 0.652 -2.267 -0.02
N 0.812 2.444 -0.216 0.06
N 0.498 -4.482 1.758 0.21
N 0.266 -2.358 1.277 0.12
C 1.919 0.995 -4.865 -0.23
C 2.878 -0.605 1.066 -0.29
C -3.093 3.477 -0.857 -0.02
C -2.644 0.859 -1.554 -0.16
C -0.313 -5.771 -0.157 -0.46
C 0.617 0.557 -4.644 0.02
C 0.456 5.064 2.400 -0.06
C -4.080 0.468 2.019 -0.26
C 2.153 1.052 -2.478 -0.14
C -0.922 5.223 2.413 -0.05
C 2.448 1.226 -6.244 -0.02
C -1.155 3.571 0.654 -0.16
C -1.994 2.808 -0.308 -0.18
C 4.227 -2.399 0.239 -0.01
C 0.230 3.414 0.674 -0.25
C 2.307 -1.602 -0.907 -0.13
C 3.361 -2.478 -0.848 -0.01
C -3.742 1.525 -2.072 -0.05
C -0.654 1.471 2.673 -0.17
C 1.575 0.927 2.605 -0.29
C 1.031 4.154 1.527 -0.03
C -3.963 2.850 -1.731 -0.04
C 1.223 -2.867 3.531 0.02
C -0.040 -4.455 0.509 -0.05
C 1.775 1.599 3.821 0.01
C 0.717 2.180 4.468 -0.01
C 3.986 -1.446 1.201 0.01
C 0.147 0.406 -3.354 -0.09
C -1.729 1.467 -0.672 -0.22
C -0.182 -3.120 0.222 -0.17
C -2.726 -2.318 2.924 -0.27
C 2.695 1.234 -3.731 0.01
C -3.879 -1.944 -0.042 -0.24
C 0.667 -3.208 2.195 -0.34
C -0.655 -2.475 -1.007 -0.52
C -1.714 4.485 1.548 -0.02
C -0.542 2.111 3.875 -0.03
H -0.864 0.068 -3.178 0.10
H 3.536 1.191 -6.267 0.09
H 3.513 0.460 2.643 0.14
H -1.606 1.477 2.169 0.05
H 0.862 2.700 5.405 0.13
H -1.383 5.928 3.091 0.12
H 2.109 4.029 1.503 0.12
H -2.788 4.611 1.577 0.12
H 1.817 2.581 -0.247 0.10
H -3.251 4.517 -0.607 0.12
H 2.772 1.649 4.240 0.13
H 4.636 -1.342 2.059 0.13
H -3.356 -2.394 -0.883 0.01
H -4.420 1.014 -2.743 0.12
H 5.071 -3.069 0.327 0.13
H 1.646 -1.619 -1.761 0.11
H -3.770 -2.341 3.232 0.02
H -2.505 -0.172 -1.849 0.08
H 1.172 -1.791 3.687 0.07
H 2.049 0.499 -6.950 0.09
H -4.798 3.395 -2.149 0.12
H -0.036 0.332 -5.478 0.13
H 3.507 -3.200 -1.638 0.13
H -1.075 -4.837 -1.653 0.09
H -2.431 -3.305 2.572 0.01
H 2.260 -3.195 3.615 0.09
H 3.722 1.560 -3.829 0.13
H -3.822 0.857 3.004 0.01
H -4.386 -2.722 0.526 0.03
H -2.104 -2.026 3.768 0.01
H 0.656 -3.362 4.320 0.10
H 0.457 2.605 -1.156 0.10
H 0.710 -5.353 2.230 0.19
H -4.608 -1.228 -0.416 0.02
H -5.025 -0.067 2.088 0.03
H -4.180 1.295 1.314 0.01
H 2.141 2.217 -6.585 0.10
H 2.765 1.208 -1.598 0.11
H -1.407 2.567 4.332 0.13
H 1.083 5.655 3.055 0.12

=====

3.
72
Properties=species:S:1:pos:R:3:mulliken_spin:R:1 method="wB97M-V/def2-TZVPD" max_force_ev_per_a=3.4 s_squared=0.755 energy_ev=-34751.2239 e_above_lowest_kcal_mol=3.4 charge=+1 spin_multiplicity=2 homo_energy_ha="-0.4522 / -0.4521"
O 0.968 1.312 -2.620 0.00
O 0.129 4.023 1.289 0.00
O -0.250 -2.114 2.455 0.00
O 0.193 -1.171 -3.312 0.00
O -5.027 -1.480 -0.332 0.66
O 3.698 1.722 -2.519 0.00
O 0.128 -1.077 -0.375 0.00
O -0.543 2.102 -0.332 0.00
O -3.017 -3.485 0.065 0.00
C -2.272 -3.790 -1.060 0.00
C 3.960 -0.011 -0.898 0.00
C 1.430 -0.502 3.052 0.00
C -3.134 -0.052 -0.703 0.07
C 4.697 1.073 -1.694 0.00
C 1.075 3.652 2.334 0.00
C -1.089 -0.129 3.467 0.00
C -3.209 -3.962 -2.243 0.00
C 0.055 -1.120 3.397 0.00
C 1.710 4.886 2.953 0.00
C 5.867 0.574 -2.534 0.00
C -4.628 -0.207 -0.831 0.03
C 2.058 2.766 1.580 0.00
C -5.525 0.985 -0.231 0.07
C -1.405 -4.966 -0.686 0.00
H -3.924 -4.711 -1.902 0.00
H 6.211 1.262 -3.307 0.00
H 2.647 3.263 0.808 0.00
H 2.591 4.597 3.527 0.00
H 0.187 -1.920 1.623 0.00
H -1.567 -2.991 -1.292 0.00
H 2.064 5.501 2.126 0.00
H -1.621 -0.157 2.516 0.00
H -6.475 0.586 0.125 0.00
H -2.727 0.205 0.275 0.01
H 0.149 -1.461 4.428 0.00
H -1.847 -0.430 4.190 0.00
H 1.283 -0.134 2.037 0.00
H 3.743 -0.895 -1.497 0.00
H -2.373 -3.286 0.748 0.00
H 3.859 2.656 -2.364 0.00
H -2.689 -4.493 -3.041 0.00
H 0.113 -0.122 -0.314 0.00
H 1.018 0.373 -2.796 0.00
H 1.041 5.433 3.617 0.00
H -4.759 -0.152 -1.912 0.15
H 0.057 -2.100 -3.499 0.00
H 0.586 3.101 3.137 0.00
H -1.012 -5.410 -1.602 0.00
H 1.849 1.638 -2.803 0.00
H -0.686 4.330 1.694 0.00
H -4.222 -2.001 -0.373 -0.02
H 0.354 -0.774 -4.168 0.00
H -0.325 2.866 0.202 0.00
H -0.567 -4.732 -0.030 0.00
H 5.234 1.689 -0.973 0.00
H 2.725 2.483 2.394 0.00
H -0.875 0.915 3.698 0.00
H 3.071 0.325 -0.364 0.00
H 6.665 0.194 -1.896 0.00
H -3.770 -3.074 -2.533 0.00
H 0.003 2.191 -1.113 0.00
H -2.005 -5.707 -0.158 0.00
H 1.770 1.814 1.134 0.00
H -2.609 -0.915 -1.113 0.01
H -5.746 1.776 -0.948 0.00
H 5.605 -0.342 -3.065 0.00
H 0.211 -1.256 -1.311 0.00
H -2.776 0.763 -1.332 0.00
H 1.818 0.308 3.670 0.00
H -5.069 1.447 0.646 0.01
H 2.231 -1.240 3.098 0.00
H 4.687 -0.443 -0.209 0.00

=====

4.
97
Properties=species:S:1:pos:R:3:mulliken_spin:R:1 method="wB97M-V/def2-TZVPD" max_force_ev_per_a=3.4 s_squared=0.761 energy_ev=-204262.9103 e_above_lowest_kcal_mol=22.9 charge=+2 spin_multiplicity=2 homo_energy_ha="-0.5041 / -0.5043"
As 3.052 -3.838 0.972 0.00
V -0.057 -0.475 0.822 1.08
S -2.108 1.296 -1.294 0.00
S -0.858 -2.530 0.047 -0.06
P -0.892 -1.594 -1.766 0.01
P -0.281 1.468 -2.168 0.00
F 4.137 -2.565 1.251 0.00
F 3.493 -4.501 2.451 0.00
F 1.639 -4.766 0.989 0.00
F 2.348 -2.857 -0.224 0.00
F 1.544 -0.180 0.424 -0.01
F 3.980 -4.772 -0.059 0.00
O -3.934 5.935 4.249 0.00
O -5.343 4.371 3.728 0.00
O -3.749 0.193 1.597 0.00
O 1.444 3.387 2.711 0.00
O 0.761 5.422 2.977 0.00
O -1.535 -0.110 1.475 -0.06
N 2.412 -0.670 4.602 0.00
N -4.232 4.849 3.801 0.00
N 0.575 4.235 2.836 0.00
N 1.608 -2.889 4.154 0.00
N 0.194 -1.305 5.296 0.00
N 0.665 -0.985 2.926 -0.09
C 0.958 4.840 -0.362 0.00
C -0.413 1.405 -3.945 0.00
C -1.837 4.534 3.314 0.00
C 1.902 -0.206 3.340 0.02
C -3.447 -2.585 -2.032 0.00
C -1.757 1.375 -5.929 0.00
C 1.846 -3.958 -3.481 0.00
C -2.336 -2.058 -2.694 0.01
C -1.673 1.400 -4.546 0.00
C 1.391 -0.518 5.646 0.00
C -1.067 2.519 2.244 -0.01
C -0.704 0.083 -1.132 0.00
C -2.658 0.623 1.755 0.01
C -2.285 -1.993 -4.090 0.00
C -3.116 4.017 3.275 0.00
C 0.651 1.365 -6.094 0.00
C 1.063 -2.448 2.910 0.01
C 2.933 3.549 -0.868 0.00
C 0.762 2.705 -1.435 0.01
C 0.665 -3.440 -2.981 0.00
C 0.754 1.402 -4.716 0.00
C -0.823 3.759 2.795 0.00
C 0.579 -2.716 5.196 0.00
C 2.875 -1.783 -3.334 0.00
C 0.159 3.851 -0.911 0.00
C 0.588 -2.082 -2.656 0.00
C 2.340 4.686 -0.332 0.00
C 2.950 -3.130 -3.654 0.00
C -0.601 1.349 -6.699 0.00
C 1.697 -1.259 -2.824 0.00
C -2.356 2.005 2.253 0.00
C 2.789 -2.078 4.507 0.00
C 2.150 2.554 -1.428 0.00
C -4.455 -3.023 -4.170 0.00
C -0.341 -0.846 4.043 0.03
C -3.355 -2.476 -4.824 0.00
C -3.398 2.766 2.771 0.00
C -4.506 -3.072 -2.783 0.00
H 1.547 1.353 -6.701 0.00
H 0.210 -3.068 2.646 -0.01
H 1.730 1.435 -4.247 0.00
H -0.676 1.324 -7.779 0.00
H -2.573 1.428 -3.949 0.00
H -0.916 3.968 -0.948 0.00
H -1.405 -1.599 -4.586 0.00
H 3.747 -1.152 -3.455 0.00
H 4.010 3.442 -0.857 0.00
H 2.658 -0.330 2.568 0.00
H 1.861 -2.586 2.126 0.04
H 0.985 -3.047 6.149 0.00
H -0.601 0.210 4.128 0.00
H 1.914 -5.012 -3.721 0.00
H -1.234 -1.420 3.793 -0.01
H -3.471 -2.633 -0.950 0.00
H -2.728 1.381 -6.407 0.00
H 1.124 0.535 5.752 0.00
H -0.296 -3.320 4.952 0.00
H -4.410 2.384 2.784 0.00
H -3.323 -2.450 -5.906 0.00
H 3.878 -3.542 -4.028 0.00
H -0.192 -4.085 -2.824 0.00
H 3.179 -2.424 5.461 0.00
H 1.641 0.849 3.420 0.00
H 1.655 -0.226 -2.518 0.00
H 3.559 -2.196 3.748 0.00
H 0.506 5.737 0.043 0.00
H 1.787 -0.879 6.593 0.00
H -0.239 1.984 1.810 0.02
H -5.366 -3.506 -2.288 0.00
H 2.622 1.671 -1.846 0.00
H -1.645 5.508 3.745 0.00
H 2.954 5.457 0.116 0.00
H -5.274 -3.429 -4.752 0.00